Entry from OMol25: a cluster of 2 separate species, C4H5NO2 in total (ωB97M-V/def2-TZVPD).

Properties
**LUMO energy**: 0.26 eV

ORCA input file:
```
! RIJCOSX wB97M-V def2-TZVPD def2/J DEFGRID3
* xyz 0 1
O 1.88 1.38 2.15
C 1.54 0.77 1.21
N 1.29 0.23 0.16
C 0.47 -0.86 -0.28
C -0.99 -0.65 0.04
O -1.30 -0.35 1.43
C -1.49 0.65 0.63
H -0.35 1.53 -1.75
H 0.83 -1.81 0.15
H 0.56 -0.94 -1.37
H -1.71 -1.32 -0.43
H -0.75 1.60 -2.37
*
```

Okay, here come the natural (NBO) numbers, in e, for every atom: atom 1 (O): -0.5017, atom 2 (C): 0.8718, atom 3 (N): -0.5630, atom 4 (C): -0.2466, atom 5 (C): -0.1199, atom 6 (O): -0.4195, atom 7 (C): 0.3342, atom 8 (H): -0.0041, atom 9 (H): 0.2147, atom 10 (H): 0.2284, atom 11 (H): 0.2043, atom 12 (H): 0.0014


Entry from OMol25: an isolated molecule of C4H5NO2 (ωB97M-V/def2-TZVPD).

Properties
**LUMO energy**: 0.47 eV
**SMILES string**: CC(=O)N1CC1=O

ORCA input file:
```
! RIJCOSX wB97M-V def2-TZVPD def2/J DEFGRID3
* xyz 0 1
C 1.52 -1.21 -0.14
C 1.15 0.29 -0.09
O 1.45 1.31 -0.58
N -0.48 0.35 0.51
C -1.60 1.31 0.36
C -1.50 -0.09 -0.19
O -2.08 -1.01 -0.68
H 2.18 -1.45 0.72
H 2.29 -1.45 -0.91
H 0.67 -1.81 -0.15
H -1.52 2.19 -0.18
H -2.09 1.56 1.34
*
```

Okay, here come the natural (NBO) numbers, in e, for every atom: atom 1 (C): -0.7277, atom 2 (C): 0.7766, atom 3 (O): -0.4628, atom 4 (N): -0.5243, atom 5 (C): -0.3448, atom 6 (C): 0.6748, atom 7 (O): -0.5616, atom 8 (H): 0.2612, atom 9 (H): 0.2560, atom 10 (H): 0.2639, atom 11 (H): 0.1953, atom 12 (H): 0.1933


Entry from OMol25: an isolated molecule of C4H5NO2 (ωB97M-V/def2-TZVPD).

Properties
**LUMO energy**: 0.68 eV
**SMILES string**: C=C[C@H](O)N=C=O

ORCA input file:
```
! RIJCOSX wB97M-V def2-TZVPD def2/J DEFGRID3
* xyz 0 1
C -0.46 1.04 -1.25
C 0.30 -0.01 -0.96
C -0.04 -0.99 0.18
O -1.42 -1.13 0.31
N 0.53 -0.39 1.35
C 1.08 0.68 1.50
O 1.61 1.61 1.95
H -1.35 1.26 -0.69
H -0.20 1.74 -2.02
H 1.14 -0.32 -1.57
H 0.44 -1.97 0.03
H -1.62 -1.53 1.17
*
```

Okay, here come the natural (NBO) numbers, in e, for every atom: atom 1 (C): -0.3688, atom 2 (C): -0.2279, atom 3 (C): 0.2190, atom 4 (O): -0.7016, atom 5 (N): -0.5865, atom 6 (C): 0.8803, atom 7 (O): -0.4909, atom 8 (H): 0.2106, atom 9 (H): 0.2052, atom 10 (H): 0.2112, atom 11 (H): 0.1684, atom 12 (H): 0.4811


Entry from OMol25: an isolated molecule of C4H5NO2 (ωB97M-V/def2-TZVPD).

Properties
**LUMO energy**: 0.74 eV
**SMILES string**: O=CCNC1=CO1

ORCA input file:
```
! RIJCOSX wB97M-V def2-TZVPD def2/J DEFGRID3
* xyz 0 1
O 1.06 -0.03 1.82
C 1.59 0.34 0.81
C 0.82 0.77 -0.42
N -0.61 0.82 -0.19
C -1.27 -0.36 -0.24
C -1.64 -1.58 -0.20
O -2.53 -0.87 -1.07
H 2.70 0.40 0.73
H 1.18 1.76 -0.75
H 1.02 0.08 -1.24
H -0.85 1.35 0.65
H -1.57 -2.61 0.11
*
```

Okay, here come the natural (NBO) numbers, in e, for every atom: atom 1 (O): -0.5118, atom 2 (C): 0.4195, atom 3 (C): -0.3226, atom 4 (N): -0.6145, atom 5 (C): 0.3584, atom 6 (C): 0.0643, atom 7 (O): -0.5886, atom 8 (H): 0.1156, atom 9 (H): 0.2224, atom 10 (H): 0.2388, atom 11 (H): 0.4015, atom 12 (H): 0.2171


Entry from OMol25: an isolated molecule of C4H5NO2 (ωB97M-V/def2-TZVPD).

Properties
**LUMO energy**: 0.66 eV
**SMILES string**: O=C[C@H]1CN1C=O

ORCA input file:
```
! RIJCOSX wB97M-V def2-TZVPD def2/J DEFGRID3
* xyz 0 1
O -0.78 2.47 -0.24
C -0.93 1.32 0.10
C 0.28 0.58 0.62
C 0.44 -0.84 1.04
N 0.92 -0.39 -0.26
C 0.23 -0.79 -1.41
O -0.63 -0.16 -1.97
H -1.91 0.82 0.05
H 0.98 1.30 1.06
H -0.42 -1.51 1.06
H 1.22 -1.07 1.76
H 0.60 -1.74 -1.81
*
```

Okay, here come the natural (NBO) numbers, in e, for every atom: atom 1 (O): -0.5055, atom 2 (C): 0.4259, atom 3 (C): -0.1801, atom 4 (C): -0.2268, atom 5 (N): -0.4286, atom 6 (C): 0.5377, atom 7 (O): -0.5391, atom 8 (H): 0.1331, atom 9 (H): 0.2281, atom 10 (H): 0.2076, atom 11 (H): 0.2168, atom 12 (H): 0.1310


Entry from OMol25: an isolated molecule of C4H5NO2 (ωB97M-V/def2-TZVPD).

Properties
**LUMO energy**: -0.41 eV
**SMILES string**: CON=C=CC=O

ORCA input file:
```
! RIJCOSX wB97M-V def2-TZVPD def2/J DEFGRID3
* xyz 0 1
C -0.28 -2.11 -0.41
O -1.21 -1.29 -1.09
N -1.63 -0.10 -0.46
C -0.70 0.67 -0.23
C 0.32 1.50 -0.17
C 0.84 2.01 1.10
O 0.31 1.81 2.17
H 0.45 -1.55 0.19
H -0.82 -2.82 0.22
H 0.26 -2.63 -1.20
H 0.71 1.86 -1.12
H 1.74 2.64 1.00
*
```

Okay, here come the natural (NBO) numbers, in e, for every atom: atom 1 (C): -0.2715, atom 2 (O): -0.3721, atom 3 (N): -0.1392, atom 4 (C): 0.4417, atom 5 (C): -0.4931, atom 6 (C): 0.4006, atom 7 (O): -0.5113, atom 8 (H): 0.1840, atom 9 (H): 0.1852, atom 10 (H): 0.2025, atom 11 (H): 0.2537, atom 12 (H): 0.1194


Entry from OMol25: a structure of composition C4H5NO2 (ωB97M-V/def2-TZVPD).

Properties
**LUMO energy**: 0.44 eV

ORCA input file:
```
! RIJCOSX wB97M-V def2-TZVPD def2/J DEFGRID3
* xyz 0 1
O 0.91 2.29 0.97
C 0.42 1.37 0.27
N 0.88 0.12 0.09
C 0.08 -0.86 -0.58
C -0.75 -1.71 0.38
O -0.69 -1.61 1.58
C -0.68 2.19 -0.01
H 1.57 -0.19 0.76
H 0.72 -1.53 -1.18
H -0.59 -0.36 -1.29
H -1.41 -2.46 -0.12
H -0.46 2.83 -0.88
*
```

Okay, here come the natural (NBO) numbers, in e, for every atom: atom 1 (O): -0.5067, atom 2 (C): 0.5132, atom 3 (N): -0.5844, atom 4 (C): -0.3287, atom 5 (C): 0.4245, atom 6 (O): -0.4944, atom 7 (C): -0.1902, atom 8 (H): 0.4180, atom 9 (H): 0.2286, atom 10 (H): 0.2386, atom 11 (H): 0.1159, atom 12 (H): 0.1653


Entry from OMol25: a cluster of 2 separate species, C4H5NO2 in total (ωB97M-V/def2-TZVPD).

Properties
**LUMO energy**: 0.09 eV
**SMILES string**: CC(=O)C=O.C#N

ORCA input file:
```
! RIJCOSX wB97M-V def2-TZVPD def2/J DEFGRID3
* xyz 0 1
C 0.13 -1.09 -1.12
C 0.74 -0.11 -0.16
O 1.82 0.41 -0.29
C 0.01 -0.18 1.40
O -0.77 -1.03 1.65
H 0.29 -0.76 -2.15
H 0.62 -2.06 -0.99
H -0.93 -1.22 -0.92
H 0.75 0.30 2.05
C -0.80 1.83 0.14
N -1.04 1.78 1.27
H -0.83 2.14 -0.88
*
```

Okay, here come the natural (NBO) numbers, in e, for every atom: atom 1 (C): -0.7482, atom 2 (C): 0.4915, atom 3 (O): -0.5287, atom 4 (C): 0.3553, atom 5 (O): -0.5279, atom 6 (H): 0.2332, atom 7 (H): 0.2599, atom 8 (H): 0.2399, atom 9 (H): 0.1522, atom 10 (C): 0.1001, atom 11 (N): -0.2827, atom 12 (H): 0.2555


Entry from OMol25: a structure of composition C4H5NO2 (ωB97M-V/def2-TZVPD).

Properties
**LUMO energy**: 0.91 eV

ORCA input file:
```
! RIJCOSX wB97M-V def2-TZVPD def2/J DEFGRID3
* xyz 0 1
N -1.38 -0.18 -0.96
C -0.18 0.05 -0.26
C 0.72 -1.11 0.18
C 0.18 -0.18 1.19
O 1.00 1.00 1.23
C 0.59 1.34 -0.05
O 0.76 2.37 -0.62
H -1.21 -0.34 -1.95
H -2.01 0.61 -0.87
H 0.22 -2.07 0.10
H 1.79 -1.10 -0.03
H -0.46 -0.38 2.04
*
```

Okay, here come the natural (NBO) numbers, in e, for every atom: atom 1 (N): -0.8083, atom 2 (C): -0.0348, atom 3 (C): -0.4101, atom 4 (C): 0.0714, atom 5 (O): -0.4945, atom 6 (C): 0.7678, atom 7 (O): -0.5360, atom 8 (H): 0.3752, atom 9 (H): 0.3751, atom 10 (H): 0.2391, atom 11 (H): 0.2321, atom 12 (H): 0.2230


Entry from OMol25: an isolated molecule of C4H5NO2 (ωB97M-V/def2-TZVPD).

Properties
**LUMO energy (spin up / spin down)**: 0.33 / -0.41 eV
**SMILES string**: C=C=COC(N)=O

ORCA input file:
```
! RIJCOSX wB97M-V def2-TZVPD def2/J DEFGRID3
* xyz 0 1
C 0.33 2.55 0.00
C -0.49 1.55 0.01
C -1.30 0.54 0.02
O -0.89 -0.81 0.01
C 0.41 -1.20 -0.01
N 0.49 -2.56 -0.01
O 1.42 -0.51 -0.02
H -0.03 3.57 0.01
H 1.40 2.37 -0.02
H -2.38 0.61 0.03
H -0.35 -3.12 0.00
H 1.40 -2.99 -0.02
*
```

Okay, here come the natural (NBO) numbers, in e, for every atom: atom 1 (C): -0.4120, atom 2 (C): 0.0204, atom 3 (C): 0.0558, atom 4 (O): -0.5150, atom 5 (C): 0.8819, atom 6 (N): -0.8337, atom 7 (O): -0.6292, atom 8 (H): 0.2007, atom 9 (H): 0.2186, atom 10 (H): 0.1973, atom 11 (H): 0.4036, atom 12 (H): 0.4116


Energy relative to the best compared isomer or geometry (same formula, charge and spin)
In order: 107.75 71.78 30.84 116.36 50.14 103.63 97.31 69.57 42.49 89.26
Unit: kcal per mole
Calculated total energy
In order: -9809.6425 -9811.2023 -9812.9773 -9809.2690 -9812.1407 -9809.8211 -9810.0952 -9811.2981 -9812.4721 -9810.4439
Unit: eV